No. 1
The molecule C19H23NO6, computed with the ωB97M-V functional and the def2-TZVPD basis.

Structure (XYZ):
```
49
Properties=species:S:1:pos:R:3:forces:R:3:nbo_charge:R:1
C -2.33417 0.35333 -0.17782 0.032 0.181 -0.189 -0.60
C -2.34368 0.85206 -1.61686 -0.089 -0.282 0.075 -0.40
C -2.96832 -0.16675 -2.57132 0.356 0.376 -0.265 -0.42
C -2.70416 0.19204 -4.02761 -0.582 -0.127 0.009 -0.07
O -1.29542 0.07282 -4.23210 -0.012 -0.082 0.320 -0.53
C -0.80557 0.25167 -5.45265 0.319 0.014 -0.218 0.80
O -1.45031 0.49108 -6.43406 -0.026 0.021 -0.058 -0.58
C 0.72071 0.10233 -5.42694 -0.201 0.035 -0.003 -0.33
N 1.18012 -0.11122 -4.07962 0.325 0.063 -0.424 -0.47
C 1.22078 -1.37236 -3.49626 0.072 -0.035 -0.176 0.69
O 1.13229 -2.41224 -4.09433 -0.061 -0.053 0.062 -0.54
C 1.38248 -1.12654 -2.04142 -0.005 0.438 0.545 -0.12
C 1.46997 -2.01220 -0.98674 -0.020 0.050 -0.219 -0.17
C 1.53958 -1.48742 0.29839 0.009 0.062 -0.005 -0.16
C 1.52477 -0.11136 0.51241 -0.015 0.020 -0.262 -0.14
C 1.56106 0.46311 1.88862 0.006 0.238 0.032 0.78
O 1.44930 1.64107 2.11949 0.004 -0.065 0.001 -0.59
O 1.73687 -0.47276 2.82346 0.011 -0.287 -0.235 -0.50
C 1.76464 -0.03287 4.18262 -0.186 0.285 0.482 -0.07
C 0.35213 0.11463 4.74357 0.211 0.124 -0.112 -0.42
C 0.34397 0.62979 6.18190 -0.010 -0.222 -0.092 -0.39
C 0.93360 -0.36004 7.18010 -0.076 0.224 -0.073 -0.61
C 1.45122 0.78323 -0.56057 0.000 -0.079 0.043 -0.14
C 1.38024 0.25626 -1.83019 0.017 -0.597 0.302 -0.07
C 1.23046 0.92336 -3.14782 0.109 0.024 -0.086 0.69
O 1.15759 2.09237 -3.41666 -0.078 0.050 0.047 -0.54
H -1.76114 -0.56883 -0.09783 0.056 -0.122 0.047 0.20
H -1.88073 1.09362 0.47673 0.026 0.036 0.157 0.21
H -3.34731 0.16009 0.16779 -0.097 -0.056 0.111 0.20
H -1.31858 1.05168 -1.93272 -0.026 0.098 -0.018 0.20
H -2.89767 1.79080 -1.67656 0.045 0.081 -0.063 0.20
H -4.04528 -0.22629 -2.40995 -0.048 -0.065 -0.008 0.21
H -2.53843 -1.15250 -2.38072 -0.070 -0.098 0.004 0.21
H -3.00954 1.21927 -4.25244 0.033 -0.101 -0.018 0.19
H -3.22270 -0.48415 -4.71521 0.083 0.125 0.054 0.20
H 1.16843 1.01301 -5.83228 -0.094 -0.146 0.030 0.26
H 1.00383 -0.75476 -6.04311 -0.058 0.144 0.069 0.26
H 1.47172 -3.07705 -1.16004 -0.010 -0.103 -0.014 0.24
H 1.59561 -2.14697 1.15017 0.008 -0.041 0.042 0.24
H 2.29061 0.92605 4.23658 -0.011 -0.167 0.025 0.20
H 2.32854 -0.80105 4.71332 -0.013 0.099 -0.070 0.19
H -0.15457 -0.85159 4.69088 -0.041 -0.026 -0.027 0.20
H -0.19114 0.81836 4.10920 -0.004 -0.061 -0.033 0.22
H 0.89593 1.57045 6.22953 -0.062 0.100 0.015 0.20
H -0.69047 0.83914 6.46137 0.030 0.100 -0.004 0.21
H 1.99537 -0.51126 7.00453 0.132 -0.083 0.045 0.20
H 0.42985 -1.32130 7.10683 -0.024 -0.142 0.024 0.20
H 0.81008 0.01326 8.19378 0.049 -0.042 0.122 0.21
H 1.43742 1.84661 -0.37746 -0.013 0.097 0.012 0.26
```
Positions in Å, forces in eV/Å.

max |F| = 0.0136 Eh/bohr
E_LUMO = -0.82 eV
SMILES string = CCCCOC(=O)CN1C(=O)c2ccc(C(=O)OCCCC)cc2C1=O

=====

No. 2
The molecule C24H32N4O2S at a distorted geometry, computed with the ωB97M-V functional and the def2-TZVPD basis.

Structure (XYZ):
```
63
Properties=species:S:1:pos:R:3:forces:R:3:nbo_charge:R:1
C 0.50238 0.89368 -4.36857 0.232 -0.545 -0.251 -0.63
C 0.48144 1.75669 -3.13082 -0.803 0.692 0.507 -0.07
C 1.54584 2.86797 -3.15652 0.345 0.005 -0.349 -0.42
C 2.37493 2.72126 -1.88068 -0.297 0.525 0.365 -0.42
C 2.15482 1.27517 -1.45827 -0.135 -0.144 -0.301 -0.23
N 0.68710 1.00070 -1.79664 1.064 -0.762 0.349 -0.40
C -0.28677 1.25356 -0.50480 -0.469 0.709 0.628 0.00
C 0.17308 0.37191 0.68617 -0.182 0.880 -0.489 -0.10
C 0.44696 -0.95161 0.39603 0.526 -0.054 0.448 -0.15
C 1.10375 -1.76370 1.30731 -0.448 0.703 0.290 -0.09
C 1.30999 -1.31488 2.64320 -0.394 0.312 -1.490 0.24
C 0.80205 -0.05071 3.01812 -0.282 -0.001 -0.856 -0.09
C 0.25762 0.79976 2.02853 0.482 -0.724 -0.470 -0.13
C 0.89262 0.37361 4.45460 0.127 0.457 0.449 -0.42
C 1.23932 -0.76809 5.41588 -0.108 0.012 -0.266 -0.40
C 2.31399 -1.67566 4.83767 0.071 0.130 0.276 -0.20
N 1.96790 -2.13037 3.51642 -0.084 -0.497 0.849 -0.44
C 2.68565 -3.29421 3.06846 0.187 -0.068 -0.454 -0.19
C 1.96767 -4.01778 1.93732 -0.081 -0.072 0.065 -0.40
C 1.61757 -3.06728 0.80935 0.331 -0.443 -0.253 -0.42
C -1.70679 1.01077 -0.83396 0.000 0.355 -0.737 -0.49
C -2.51338 -0.12769 -0.44382 -0.018 -0.059 0.449 0.69
O -2.54623 -0.72854 0.61534 0.381 -0.175 -0.685 -0.59
N -3.39640 -0.53435 -1.51145 -0.995 0.327 0.216 -0.48
C -3.90138 -1.90531 -1.50469 -0.018 -0.036 -0.175 -0.41
C -4.18335 0.41972 -2.12658 0.757 0.089 0.295 0.31
S -5.46235 0.01835 -3.14132 0.467 0.332 0.484 -0.25
N -3.78184 1.72731 -1.83506 -0.363 -0.217 -1.188 -0.47
C -4.48651 2.79788 -2.56022 -0.097 -0.159 0.017 -0.41
C -2.41034 1.99363 -1.56977 0.666 0.617 -0.304 0.65
O -1.93053 3.07775 -1.98018 -0.413 -0.683 0.563 -0.72
H 0.05726 1.45591 -5.21569 0.313 -0.269 0.547 0.24
H 1.53866 0.63406 -4.63407 -0.297 -0.095 -0.063 0.20
H -0.08063 -0.03016 -4.24594 0.075 0.246 -0.050 0.22
H -0.48460 2.24104 -3.06367 -0.178 -0.169 0.287 0.29
H 2.19656 2.74348 -4.03618 -0.257 -0.004 0.179 0.21
H 1.07540 3.85379 -3.23245 0.087 -0.226 0.044 0.24
H 3.43640 2.94818 -2.02380 -0.192 -0.138 -0.017 0.23
H 2.00287 3.44485 -1.12543 0.180 -0.617 -0.189 0.22
H 2.77636 0.58497 -2.05595 -0.316 0.279 0.149 0.21
H 2.37660 1.10502 -0.41183 -0.296 -0.202 0.160 0.24
H 0.52425 0.00055 -1.90557 0.331 0.059 -0.524 0.43
H -0.03588 2.32051 -0.44051 -0.536 -0.128 0.807 0.23
H 0.13994 -1.39669 -0.55592 0.341 0.165 0.086 0.19
H -0.13531 1.77600 2.31269 0.251 -0.113 -0.059 0.21
H -0.05905 0.82054 4.77130 0.197 0.016 -0.113 0.23
H 1.65906 1.15751 4.55218 -0.170 -0.075 -0.029 0.21
H 0.33544 -1.35163 5.61612 0.123 -0.048 -0.009 0.21
H 1.59952 -0.36438 6.36318 -0.121 -0.003 0.019 0.21
H 2.42439 -2.56352 5.47364 0.028 0.175 -0.066 0.20
H 3.29319 -1.16182 4.83864 -0.129 0.012 -0.017 0.17
H 3.70364 -3.00850 2.74291 -0.083 -0.122 0.031 0.17
H 2.78607 -3.96881 3.91979 0.102 0.007 0.001 0.20
H 2.60525 -4.81614 1.55911 -0.028 -0.129 0.098 0.21
H 1.04540 -4.46642 2.31821 0.097 0.001 0.076 0.21
H 0.86848 -3.52760 0.15092 0.183 0.073 0.058 0.22
H 2.51126 -2.87095 0.18725 -0.248 -0.152 0.193 0.20
H -3.17957 -2.56737 -1.02247 -0.067 0.253 -0.004 0.21
H -4.86854 -1.96136 -0.99244 0.192 -0.082 -0.057 0.21
H -4.04933 -2.18841 -2.55078 -0.009 -0.108 0.285 0.22
H -4.15304 3.77559 -2.19466 -0.089 -0.457 -0.022 0.23
H -4.27443 2.71636 -3.63937 -0.165 0.128 0.362 0.20
H -5.55446 2.63585 -2.39029 0.230 0.218 -0.144 0.22
```
Positions in Å, forces in eV/Å.

max |F| = 0.0306 Eh/bohr
E_LUMO = 0.27 eV
SMILES string = C[C@@H]1CCC[N@H+]1[C@H](c1cc2c3c(c1)CCCN3CCC2)c1c([O-])n(C)c(=S)n(C)c1=O

=====

No. 3
The molecule C16H23NO3 at a distorted geometry, computed with the ωB97M-V functional and the def2-TZVPD basis.

Structure (XYZ):
```
43
Properties=species:S:1:pos:R:3:forces:R:3:nbo_charge:R:1
C 2.63319 2.07762 2.10709 0.080 1.284 -0.161 -0.59
C 2.00042 0.84223 1.52766 0.475 -0.486 -0.479 -0.27
C 0.54589 1.05345 1.38371 -2.046 -0.054 -1.390 -0.20
C -0.21593 0.58313 0.35151 1.291 1.234 2.740 0.20
N -1.58990 0.93793 0.32095 -0.998 0.289 0.177 -0.54
C -2.05690 1.73660 -0.84315 1.190 -1.553 0.978 -0.20
C -1.51146 1.04430 -2.06763 0.723 0.176 -0.273 -0.43
C -0.05916 0.50153 -1.98880 0.991 1.057 -0.171 0.12
O 0.87718 1.60636 -2.09567 -0.453 -0.181 -0.072 -0.73
C 0.32423 -0.28649 -0.71763 -1.320 0.168 -0.404 -0.12
C 1.85433 -0.62934 -0.58902 -0.302 0.612 0.400 -0.19
C 1.91634 -2.05578 -0.00285 -0.003 0.543 -0.862 -0.53
C 0.70047 -2.63539 -0.67542 0.119 -0.633 -1.176 0.64
O 0.73472 -3.69466 -1.24518 -0.509 -0.261 0.020 -0.53
C -0.46329 -1.62463 -0.72511 0.879 -0.620 1.235 -0.33
C -1.28492 -2.01637 0.54815 -0.563 0.160 -0.538 -0.43
C -2.62868 -1.29116 0.72773 0.899 0.414 -1.135 0.08
O -3.36393 -1.32697 -0.49966 -0.190 -0.319 0.588 -0.72
C -2.47644 0.14550 1.16913 0.523 0.080 1.074 -0.21
C 2.63419 0.45845 0.16576 -0.701 0.313 0.027 -0.38
H 3.71522 2.00424 2.10090 0.264 -0.016 -0.072 0.21
H 2.35069 2.99121 1.50742 0.244 -0.807 0.686 0.20
H 2.34224 2.20692 3.15719 -0.123 0.190 -0.276 0.21
H 2.16852 0.06019 2.26377 0.109 -0.489 0.057 0.20
H 0.00063 1.69916 2.09486 0.483 -0.335 -0.196 0.22
H -1.62756 2.73925 -0.80100 -0.218 0.206 0.258 0.19
H -3.14585 1.75816 -0.85905 0.094 0.164 0.064 0.22
H -1.59589 1.74525 -2.88197 0.353 0.114 -0.666 0.23
H -2.12868 0.22923 -2.33625 -0.894 -0.980 -0.331 0.18
H 0.12746 -0.16141 -2.84201 0.029 0.368 -0.153 0.19
H 0.86416 2.08780 -1.24672 -0.120 -0.298 -0.420 0.47
H 2.26790 -0.67981 -1.59573 -0.048 -0.019 -0.177 0.22
H 1.79055 -2.10739 1.06404 0.047 0.216 0.643 0.22
H 2.82336 -2.60763 -0.30959 -0.535 0.222 0.259 0.24
H -1.09519 -1.73097 -1.61891 0.464 -0.353 0.181 0.23
H -1.54130 -3.06145 0.40242 0.053 -0.296 0.016 0.23
H -0.71499 -1.95136 1.47610 0.228 0.153 -0.102 0.22
H -3.18834 -1.82213 1.46255 -0.665 -0.471 0.532 0.19
H -2.74727 -1.00942 -1.15802 -0.079 0.125 -0.327 0.46
H -2.04838 0.13448 2.21551 -0.424 0.110 -0.864 0.19
H -3.49790 0.53476 1.24173 0.309 0.464 -0.203 0.22
H 2.64340 1.36601 -0.46918 0.096 -0.416 0.330 0.21
H 3.66690 0.14858 0.28033 0.246 -0.077 0.184 0.21
```
Positions in Å, forces in eV/Å.

max |F| = 0.0636 Eh/bohr
E_LUMO = 0.72 eV
SMILES string = C[C@H]1C=C2N3CC[C@@H](O)[C@@]24[C@H](CC(=O)[C@H]4C[C@H](O)C3)C1

=====

No. 4
A structure of composition C3H11O4 at a distorted geometry, computed with the ωB97M-V functional and the def2-TZVPD basis.

Structure (XYZ):
```
18
Properties=species:S:1:pos:R:3:forces:R:3:lowdin_charge:R:1
C -1.34658 -0.62182 -0.29126 -0.004 -0.789 0.447 -0.05
C -0.57904 -1.93134 -0.25924 1.258 -0.398 -1.492 -0.45
O 0.65017 -1.81400 0.31202 -0.374 0.733 0.570 -0.29
C -1.21192 0.32131 -1.29036 -0.879 -0.584 -0.467 0.02
O -1.17006 2.17764 0.96827 0.051 -0.318 -0.253 -0.47
H -0.30615 0.33270 -0.42716 0.054 0.787 -0.216 0.17
H -1.92465 -0.45680 0.61770 0.252 0.883 -0.184 0.14
H -1.18479 -2.69015 0.24043 -0.639 -0.138 0.096 0.09
H -0.45769 -2.22864 -1.33298 -0.374 -0.198 0.098 0.10
H 1.71947 -0.66226 -0.53744 -0.146 0.205 -0.071 -0.01
H -0.80965 0.06153 -2.26703 0.635 -0.405 0.462 0.11
H -1.81410 1.21249 -1.34457 0.269 0.346 0.918 0.09
H -1.10842 3.11258 0.75954 0.007 0.094 0.059 -0.12
H 0.27701 1.58519 1.26195 -0.126 0.103 0.177 -0.03
O 1.14568 1.05473 1.38879 -0.352 0.176 0.046 -0.17
H 1.88285 0.85975 -0.34712 0.094 -0.716 -0.148 0.01
H 0.84400 0.13517 1.45055 0.290 -0.115 0.013 0.00
O 1.99025 0.15536 -1.02824 -0.014 0.335 -0.054 -0.15
```
Positions in Å, forces in eV/Å.

max |F| = 0.0387 Eh/bohr
E_LUMO = 3.20 eV
charge = -1

=====

The energy above the lowest of the compared OMol25 structures with the same formula, charge and spin results, record by record, are as follows: 0.6 27.4 63.2 100.2 kcal/mol.
The E_HOMO results, record by record, are as follows: -0.36624 -0.26549 -0.30269 -0.15719 Ha.
The Kohn-Sham gap results, record by record, are as follows: 9.15 7.49 8.96 7.47 eV.